# C42H74N2O13S

A 11-piece molecular cluster, C42H74N2O13S overall in a non-equilibrium geometry (the ωB97M-V functional and the def2-TZVPD basis, the Open Molecules 2025 dataset).

Computed properties:
LUMO = -1.282 eV
multiplicity = 1
orbital gap = 7.14 eV
highest occupied orbital energy = -8.426 eV
structure (SMILES) = O=S(=O)(O)CCCCc1cnc2ccccc2n1.CC(C)=O.CC(C)=O.CC(C)=O.CC(C)=O.CC(C)=O.CC(C)=O.CC(C)=O.CC(C)=O.CC(C)=O.CC(C)=O

Last column: Mulliken charge in e.
Element x y z (Å)
O  0.534  -1.968  1.510  -0.535
S  0.738  -2.167  -0.040  0.972
O  2.092  -2.876  -0.288  -0.582
O  -0.559  -3.119  -0.609  -0.443
C  0.662  -0.412  -0.792  -0.493
C  -0.663  0.294  -0.118  -0.546
C  -1.453  1.346  -1.099  -0.317
C  -2.283  0.657  -2.333  -0.458
C  -3.762  0.030  -1.874  0.458
C  -4.257  -1.330  -2.617  -0.395
N  -5.565  -2.034  -2.388  -0.415
C  -6.349  -1.297  -1.339  0.494
C  -7.837  -1.937  -0.941  -0.341
C  -8.874  -1.291  0.150  -0.434
C  -8.401  0.101  0.916  -0.410
C  -6.912  0.757  0.535  -0.484
C  -5.891  0.074  -0.594  0.395
N  -4.577  0.758  -0.843  -0.368
H  -0.568  -3.123  -1.612  0.353
H  0.668  -0.420  -1.964  0.308
H  1.689  0.099  -0.465  0.351
H  -0.252  0.936  0.802  0.247
H  -1.340  -0.564  0.301  0.380
H  -0.608  2.021  -1.605  0.083
H  -2.122  2.123  -0.487  0.364
H  -2.462  1.344  -3.263  0.388
H  -1.671  -0.292  -2.720  0.120
H  -3.522  -1.812  -3.420  0.209
H  -8.188  -2.933  -1.482  0.298
H  -9.926  -1.823  0.341  0.344
H  -9.139  0.562  1.705  0.300
H  -6.617  1.743  1.138  0.282
C  0.736  -1.269  6.781  -1.007
C  1.021  -0.434  5.561  0.683
O  0.512  0.676  5.414  -0.611
C  1.952  -1.010  4.528  -0.752
H  0.049  -0.727  7.439  0.294
H  0.268  -2.211  6.485  0.160
H  1.664  -1.460  7.325  0.399
H  1.538  -1.941  4.132  0.286
H  2.935  -1.190  4.972  0.279
H  2.065  -0.298  3.704  0.270
C  4.606  -2.925  2.357  -1.013
C  4.890  -3.269  3.795  0.973
O  4.922  -2.400  4.665  -0.613
C  5.133  -4.717  4.128  -1.277
H  4.451  -1.845  2.266  0.139
H  5.457  -3.210  1.733  0.383
H  3.701  -3.438  2.024  0.387
H  6.006  -5.082  3.582  0.337
H  4.250  -5.309  3.874  0.324
H  5.324  -4.815  5.202  0.349
C  7.293  0.674  0.143  -1.075
C  7.234  -0.705  0.746  0.991
O  6.549  -1.593  0.242  -0.579
C  8.044  -0.953  1.991  -1.219
H  6.660  0.707  -0.750  0.243
H  6.924  1.410  0.862  0.458
H  8.320  0.908  -0.148  0.263
H  7.708  -0.289  2.791  0.355
H  9.104  -0.791  1.782  0.338
H  7.904  -1.990  2.313  0.260
C  7.367  5.254  -1.505  -1.063
C  7.073  3.980  -2.252  0.797
O  7.272  2.880  -1.741  -0.487
C  6.525  4.106  -3.648  -0.974
H  7.757  5.009  -0.511  0.279
H  8.121  5.834  -2.043  0.342
H  6.450  5.836  -1.387  0.282
H  7.241  4.636  -4.282  0.379
H  5.571  4.637  -3.627  0.189
H  6.361  3.107  -4.065  0.256
C  -8.795  -3.958  3.024  -1.012
C  -10.254  -3.636  3.210  0.862
O  -11.113  -4.115  2.473  -0.575
C  -10.620  -2.703  4.334  -1.038
H  -8.680  -4.642  2.176  0.241
H  -8.236  -3.043  2.814  0.246
H  -8.405  -4.445  3.921  0.394
H  -10.142  -1.732  4.182  0.257
H  -10.311  -3.134  5.290  0.330
H  -11.706  -2.561  4.349  0.301
C  2.859  4.819  -1.904  -1.071
C  1.380  4.538  -1.900  0.686
O  0.948  3.387  -1.936  -0.578
C  0.449  5.721  -1.852  -0.885
H  3.408  3.873  -1.941  0.318
H  3.123  5.411  -2.784  0.320
H  3.138  5.350  -0.990  0.359
H  0.606  6.353  -2.730  0.141
H  0.621  6.292  -0.936  0.386
H  -0.587  5.367  -1.855  0.215
C  -0.548  9.090  -5.707  -1.132
C  -0.912  7.952  -4.792  0.861
O  -0.524  7.921  -3.625  -0.581
C  -1.771  6.853  -5.359  -1.024
H  0.074  9.809  -5.163  0.295
H  0.020  8.713  -6.561  0.330
H  -1.454  9.599  -6.047  0.338
H  -1.257  6.376  -6.197  0.312
H  -2.731  7.262  -5.683  0.349
H  -1.954  6.100  -4.585  0.238
C  -3.486  -2.485  5.903  -0.894
C  -3.546  -3.863  6.506  0.852
O  -4.230  -4.751  6.002  -0.574
C  -2.736  -4.111  7.751  -0.980
H  -4.120  -2.452  5.011  0.282
H  -3.856  -1.749  6.622  0.314
H  -2.459  -2.251  5.613  0.163
H  -3.072  -3.447  8.551  0.310
H  -1.675  -3.949  7.542  0.227
H  -2.876  -5.148  8.074  0.303
C  -8.587  -2.210  -7.015  -1.114
C  -8.268  -2.823  -5.678  0.739
O  -8.796  -3.873  -5.315  -0.581
C  -7.279  -2.102  -4.802  -0.777
H  -9.315  -2.839  -7.538  0.309
H  -9.020  -1.216  -6.874  0.313
H  -7.680  -2.148  -7.621  0.310
H  -7.653  -1.104  -4.563  0.346
H  -6.313  -2.035  -5.310  0.313
H  -7.146  -2.660  -3.869  0.131
C  9.351  -2.187  -2.371  -0.927
C  10.498  -1.406  -1.789  0.826
O  10.305  -0.448  -1.042  -0.524
C  11.891  -1.843  -2.155  -1.165
H  8.405  -1.759  -2.021  0.144
H  9.377  -2.129  -3.462  0.354
H  9.406  -3.228  -2.044  0.313
H  12.031  -1.770  -3.237  0.334
H  12.060  -2.869  -1.818  0.324
H  12.618  -1.189  -1.663  0.303

Cartesian forces, eV/Å:
-0.229 -0.650 -6.080
3.886 -1.609 5.025
-4.943 2.437 -0.339
1.575 1.798 -0.619
-0.068 0.799 -0.281
0.186 0.597 0.598
0.841 0.863 -0.836
-0.781 -1.466 0.639
-2.413 -0.275 1.021
-2.285 0.481 1.687
3.417 5.893 3.101
-1.317 0.206 0.692
-0.704 2.315 2.098
4.380 1.051 -1.889
3.302 -1.572 -3.056
-2.690 -2.662 -0.324
-0.616 -0.296 0.388
-0.961 -5.414 -3.612
0.280 0.010 1.478
-0.174 -0.340 2.214
-2.313 -1.417 -0.508
-1.053 -1.618 -1.957
1.093 1.823 -0.778
-1.930 -1.503 1.121
1.313 -2.093 -1.253
0.377 -1.086 1.955
-1.263 2.056 0.742
-1.878 1.092 1.931
0.995 2.368 1.196
2.665 1.356 -0.426
1.885 -0.785 -1.742
-0.475 -2.466 -1.703
-0.333 0.321 0.300
-0.497 1.388 -0.539
0.527 -1.293 0.305
-0.066 0.423 -0.088
0.137 -0.088 -0.149
0.230 -0.073 0.043
-0.058 -0.210 -0.114
0.165 -0.046 0.062
-0.096 -0.214 -0.066
-0.083 -0.182 0.178
-0.039 0.305 0.319
-0.053 1.145 0.671
0.066 -1.021 -0.801
0.086 0.043 0.551
0.049 -0.268 -0.004
-0.204 -0.060 -0.080
0.127 -0.071 -0.135
-0.194 -0.089 -0.109
0.162 -0.039 -0.172
-0.039 0.039 -0.222
-0.332 -0.329 -0.258
-0.700 -0.727 -0.658
0.846 0.867 0.483
-0.121 -0.500 0.067
0.200 -0.015 0.262
0.194 0.040 -0.007
-0.104 0.074 0.151
0.178 0.057 -0.059
-0.076 0.191 0.070
0.011 0.208 -0.049
0.172 -0.219 0.422
0.286 -1.506 0.721
-0.281 1.608 -0.783
-0.035 -0.492 -0.117
-0.091 0.027 -0.237
-0.200 0.114 -0.024
0.116 0.123 -0.156
-0.176 0.146 0.036
0.149 0.152 -0.092
0.045 0.214 0.121
-0.095 -0.290 -0.359
-1.007 -0.694 -1.011
1.031 0.666 0.901
-0.524 0.009 -0.061
-0.047 0.167 0.189
0.075 -0.052 0.190
0.103 0.208 0.001
0.131 -0.098 0.178
0.150 0.181 -0.047
0.238 -0.052 -0.023
0.205 -0.538 -0.026
-0.730 -1.082 0.085
0.711 1.224 -0.060
-0.128 -0.521 -0.043
-0.121 0.167 0.021
-0.017 0.166 0.171
-0.004 0.153 -0.165
0.043 0.037 0.359
0.087 0.145 -0.183
0.237 0.088 -0.013
0.282 0.247 0.354
0.457 0.025 1.390
-0.558 0.208 -1.557
-0.010 -0.275 0.440
-0.150 -0.180 -0.104
-0.215 0.056 -0.085
0.083 -0.121 -0.181
-0.173 0.130 -0.096
0.123 -0.054 -0.187
0.043 0.178 -0.157
-0.310 -0.107 -0.363
-0.954 -1.177 -0.741
0.871 1.139 0.682
-0.122 -0.488 0.077
0.154 -0.036 0.202
0.242 0.041 -0.009
-0.043 0.154 0.169
0.212 0.084 -0.068
-0.062 0.180 0.135
0.018 0.232 -0.099
-0.368 -0.368 -0.197
-0.648 -1.325 0.513
0.654 1.345 -0.482
-0.276 -0.505 0.284
0.163 0.129 0.128
0.213 0.033 -0.078
-0.044 0.216 0.060
0.174 0.056 -0.116
-0.060 0.194 0.026
-0.059 0.178 -0.444
-0.365 0.327 0.238
-0.335 1.171 0.908
0.287 -1.182 -0.858
0.269 0.373 0.278
0.195 -0.112 -0.044
0.081 -0.214 0.047
0.045 0.001 -0.213
-0.017 -0.228 0.052
-0.025 -0.008 -0.231
-0.179 -0.136 -0.101